Formula: C4H7FO
Source: the Open Molecules 2025 dataset
Level of theory: ωB97M-V/def2-TZVPD

Computed properties:
LUMO = 1.034 eV
Maximum force = 1.852 eV Å⁻¹
SMILES string = CCO/C=C\F
HOMO energy = -9.21 eV
M = 90.10 g/mol
Energy relative to the best compared isomer or geometry (same formula, charge and spin) = 33.9 kcal/mol

Geometry as XYZ:
```
13
Properties=species:S:1:pos:R:3:forces:R:3:nbo_charge:R:1
C -1.226040 1.035100 0.039528 -0.7 0.1 -0.9 -0.647
C -1.178783 -0.444224 -0.419987 -0.6 0.9 0.3 -0.058
O 0.090401 -0.895461 -0.827011 0.4 0.6 -1.1 -0.509
C 1.048154 -0.878471 0.122171 -1.2 -0.3 0.1 0.030
C 2.183302 -0.230972 0.124372 0.3 -0.4 1.8 0.172
F 2.567748 0.742071 -0.664379 0.4 0.4 -1.1 -0.311
H -0.509669 1.229325 0.827994 0.3 0.0 0.1 0.215
H -2.228323 1.309748 0.459652 0.7 -0.4 -0.5 0.217
H -1.015765 1.714051 -0.816019 -0.1 -0.4 0.6 0.215
H -1.492161 -1.042015 0.414290 -0.4 -0.6 0.6 0.157
H -1.854778 -0.642933 -1.259737 0.2 0.2 0.2 0.193
H 0.800498 -1.417908 1.023634 0.2 -0.6 0.2 0.166
H 2.815418 -0.478312 0.975494 0.4 0.5 -0.3 0.160
```
Forces are in eV/Å.

---

Formula: C4H7FO
Source: the Open Molecules 2025 dataset
Level of theory: ωB97M-V/def2-TZVPD

Computed properties:
LUMO = 0.859 eV
Maximum force = 3.752 eV Å⁻¹
SMILES string = C/C=C(\F)CO
HOMO energy = -9.23 eV
M = 90.10 g/mol
Energy relative to the best compared isomer or geometry (same formula, charge and spin) = 63.1 kcal/mol

Geometry as XYZ:
```
13
Properties=species:S:1:pos:R:3:forces:R:3:nbo_charge:R:1
C 0.389376 -1.533375 1.627559 -1.7 1.7 0.0 -0.648
C -0.348937 -0.453821 0.679753 -2.2 -0.7 -0.1 -0.256
C -0.121538 -0.106864 -0.647460 -0.1 0.9 2.6 0.336
F 0.791450 -0.729417 -1.399440 0.6 -0.4 0.0 -0.338
C -0.522577 1.265859 -1.214053 -1.6 0.8 1.0 -0.131
O 0.619897 2.198830 -1.427095 -1.3 -0.8 0.7 -0.744
H -0.320372 -2.389056 1.870167 0.7 1.3 0.1 0.224
H 0.764190 -0.952579 2.600212 -0.8 -1.5 -2.2 0.232
H 1.183538 -1.991661 1.073061 0.8 0.0 -0.1 0.221
H -1.471474 -0.122691 1.120904 3.6 -0.2 -1.1 0.216
H -1.133108 1.637908 -0.214086 1.5 -0.1 -3.1 0.210
H -1.242392 1.287385 -2.164846 1.7 -0.3 2.0 0.192
H 1.411947 1.889480 -1.904675 -1.0 -0.7 0.2 0.487
```
Forces are in eV/Å.

---

Formula: C4H7FO
Source: the Open Molecules 2025 dataset
Level of theory: ωB97M-V/def2-TZVPD

Computed properties:
LUMO = 0.872 eV
Maximum force = 4.889 eV Å⁻¹
SMILES string = CC(C)(F)C=O
HOMO energy = -9.87 eV
M = 90.10 g/mol
Energy relative to the best compared isomer or geometry (same formula, charge and spin) = 22.2 kcal/mol

Geometry as XYZ:
```
13
Properties=species:S:1:pos:R:3:forces:R:3:nbo_charge:R:1
C -0.708576 -0.226187 1.194221 0.2 0.4 0.1 -0.656
C 0.237170 -0.288576 0.037850 0.5 1.2 -1.8 0.242
C -0.576943 -0.196274 -1.309823 1.9 4.5 0.3 -0.624
F 1.006027 -1.407734 -0.073269 -0.3 -2.0 0.3 -0.349
C 1.411296 0.737455 0.164700 -3.7 1.7 1.5 0.440
O 2.486800 0.542956 -0.235340 2.3 -0.2 -0.9 -0.471
H -1.027921 -1.235385 1.468764 -0.6 0.4 -0.2 0.244
H -1.437815 0.517805 0.845548 -0.6 -0.8 0.5 0.226
H -0.291811 0.250873 2.066631 0.5 -0.1 0.5 0.216
H -0.982302 -1.113405 -1.502645 -1.1 -2.4 -0.6 0.222
H -1.389424 0.616722 -1.319792 1.2 -1.3 0.3 0.208
H 0.156012 0.131340 -2.106977 -0.9 -0.8 0.6 0.222
H 1.117484 1.670404 0.770133 0.4 -0.5 -0.6 0.080
```
Forces are in eV/Å.

---

Formula: C4H7FS
Source: the Open Molecules 2025 dataset
Level of theory: ωB97M-V/def2-TZVPD

Computed properties:
LUMO = 0.848 eV
Maximum force = 1.725 eV Å⁻¹
SMILES string = C=C[C@@H](S)CF
HOMO energy = -9.19 eV
M = 106.16 g/mol
Energy relative to the best compared isomer or geometry (same formula, charge and spin) = 32.3 kcal/mol

Geometry as XYZ:
```
13
Properties=species:S:1:pos:R:3:forces:R:3:nbo_charge:R:1
C 2.132854 -0.199494 -0.397298 -0.1 -1.3 -0.1 -0.374
C 0.894386 -0.464041 -0.034536 -1.5 -0.8 -0.1 -0.197
C -0.262104 0.362479 0.505156 -0.8 0.6 -1.4 -0.392
S -0.378368 2.069839 -0.194276 0.0 -0.6 -0.4 -0.050
C -1.638156 -0.372551 0.420524 1.4 -0.4 -0.4 0.055
F -2.062177 -0.462693 -0.927852 0.1 0.2 1.2 -0.374
H 2.620132 0.717534 -0.192942 0.4 0.9 -0.3 0.206
H 2.656206 -1.055208 -0.868507 0.1 0.9 0.5 0.209
H 0.572105 -1.499503 -0.181310 0.1 0.1 -0.2 0.190
H -0.159770 0.544155 1.536401 0.4 0.3 1.5 0.233
H -0.598673 1.668453 -1.480129 0.1 0.2 0.6 0.142
H -1.355616 -1.397811 0.744406 -0.9 0.3 -0.1 0.165
H -2.420818 0.088842 1.070366 0.6 -0.3 -0.8 0.188
```
Forces are in eV/Å.

---

Formula: C4H7FS
Source: the Open Molecules 2025 dataset
Level of theory: ωB97M-V/def2-TZVPD

Computed properties:
LUMO = -0.326 eV
Maximum force = 8.653 eV Å⁻¹
HOMO energy = -8.29 eV
M = 106.16 g/mol
Energy relative to the best compared isomer or geometry (same formula, charge and spin) = 122.5 kcal/mol

Geometry as XYZ:
```
13
Properties=species:S:1:pos:R:3:forces:R:3:nbo_charge:R:1
C 0.952771 -0.219701 0.836759 2.2 1.8 2.9 -0.550
C -0.257505 -0.092045 0.049332 -5.6 -3.1 -2.0 -0.070
C -0.966641 -1.181082 -0.512263 5.4 -0.6 6.8 -0.413
C -0.952767 1.297603 -0.260357 1.4 -1.0 2.1 0.009
H 2.346007 -1.282983 -0.607500 -0.3 4.2 -0.8 0.150
H 0.952045 0.507701 1.762349 0.0 -1.0 -1.9 0.225
H 1.542238 -1.147437 1.284378 -2.3 1.5 -1.4 0.261
H -0.704144 -2.212854 0.173604 -0.9 2.5 -2.9 0.192
H -1.734845 -1.074791 -1.161473 -2.3 0.1 -1.7 0.194
H -0.771947 1.980634 0.627701 0.1 -0.4 -1.2 0.168
H -2.091240 1.136984 -0.204075 1.7 0.4 -1.4 0.197
F -0.309509 1.808507 -1.406143 -1.8 0.4 0.6 -0.358
S 1.995537 0.479463 -0.582312 2.2 -4.9 0.9 -0.003
```
Forces are in eV/Å.

---

Formula: C4H7I
Source: the Open Molecules 2025 dataset
Level of theory: ωB97M-V/def2-TZVPD

Computed properties:
LUMO (spin up / spin down) = 0.254 / 0.154 eV
Maximum force = 2.235 eV Å⁻¹
HOMO energy (spin up / spin down) = -7.89 / -8.07 eV
M = 182.00 g/mol
Energy relative to the best compared isomer or geometry (same formula, charge and spin) = 42.3 kcal/mol

Geometry as XYZ:
```
12
Properties=species:S:1:pos:R:3:forces:R:3:nbo_charge:R:1
C 0.973609 -0.396739 0.904729 -0.8 1.6 -1.0 -0.295
C -0.336746 -0.046201 0.288003 -0.3 -0.1 -0.2 -0.361
C 0.102152 1.320198 -0.213424 0.9 -1.4 1.5 -0.332
C -0.789401 -0.970850 -0.837734 0.1 0.2 0.1 -0.597
I 0.067948 2.990350 1.039899 -0.1 -0.2 -0.2 0.143
H 1.206603 -0.015775 1.880399 0.1 0.1 0.3 0.197
H 1.780478 -0.724677 0.271349 0.1 -0.2 -0.1 0.189
H -1.125431 0.066175 1.030442 0.0 0.0 0.0 0.220
H 0.821843 1.382109 -1.013765 0.0 0.1 -0.2 0.197
H 0.069367 -1.376805 -1.366144 0.1 0.0 -0.1 0.205
H -1.408522 -0.423700 -1.544228 -0.1 0.0 -0.1 0.215
H -1.361901 -1.804085 -0.439526 0.0 -0.1 0.0 0.218
```
Forces are in eV/Å.

---

Formula: C4H7IN2
Source: the Open Molecules 2025 dataset
Level of theory: ωB97M-V/def2-TZVPD

Computed properties:
LUMO = -0.059 eV
Maximum force = 2.933 eV Å⁻¹
SMILES string = CN1N=CC[C@H]1I
HOMO energy = -8.51 eV
M = 210.02 g/mol
Energy relative to the best compared isomer or geometry (same formula, charge and spin) = 39.8 kcal/mol

Geometry as XYZ:
```
14
Properties=species:S:1:pos:R:3:forces:R:3:nbo_charge:R:1
C -1.658159 -0.671580 0.971995 -1.2 1.0 1.7 -0.419
N -0.332696 -0.380264 0.488088 0.7 2.3 0.1 -0.279
N 0.238072 -1.275384 -0.346089 -0.6 -2.8 0.3 -0.219
C 1.293019 -0.835938 -0.869741 -1.6 2.2 1.1 0.060
C 1.515171 0.598718 -0.522524 -1.2 -1.4 1.0 -0.531
C 0.152805 0.900122 0.160089 0.8 -1.2 0.0 0.057
I -1.344833 1.943410 -1.526222 0.8 -0.4 0.9 -0.248
H -2.183261 -1.062486 0.098884 -0.7 0.4 0.3 0.225
H -1.712557 -1.457084 1.785743 0.6 0.7 -1.0 0.217
H -2.138618 0.299777 1.490683 1.1 -2.1 -1.7 0.227
H 1.909960 -1.465767 -1.371098 1.6 -1.6 -1.7 0.201
H 2.445670 0.640203 0.036796 -0.2 0.6 0.7 0.243
H 1.569652 1.182237 -1.363953 0.6 1.5 -2.0 0.254
H 0.245775 1.584035 0.967349 -0.8 0.8 0.4 0.212
```
Forces are in eV/Å.

---

Formula: C4H7IN2O2S
Source: the Open Molecules 2025 dataset
Level of theory: ωB97M-V/def2-TZVPD

Computed properties:
LUMO (spin up / spin down) = -1.108 / -3.472 eV
Maximum force = 5.972 eV Å⁻¹
Multiplicity = 3
HOMO energy (spin up / spin down) = -7.25 / -9.41 eV
M = 274.08 g/mol

Geometry as XYZ:
```
17
Properties=species:S:1:pos:R:3:forces:R:3:nbo_charge:R:1
C -1.093814 -0.108125 -1.269029 -0.9 -2.7 1.2 -0.051
C -0.627953 0.758399 -2.159723 1.0 1.5 -0.6 -0.426
C -1.813118 -0.438656 0.057098 3.9 1.0 -0.9 -0.451
C -0.880172 -1.358315 -0.726195 -1.3 1.4 -1.0 -0.150
N 0.929575 1.389226 0.428678 0.1 -1.2 1.1 -1.078
N 1.163887 -1.041959 0.439212 0.8 -2.2 0.6 -0.756
O 2.376761 0.205348 2.235951 2.5 -0.4 0.8 -0.906
O -0.010619 0.323389 2.443364 1.6 -1.6 -1.4 -0.891
S 1.152148 0.102123 1.564839 -3.4 4.9 -0.1 2.322
I 1.634695 -2.856772 1.219731 -0.2 0.7 -0.3 0.513
H 0.268586 0.460732 -2.743669 -0.9 0.3 0.2 0.196
H -0.865073 1.832117 -2.081041 -0.1 -0.7 -0.4 0.201
H -1.352119 0.190916 0.838946 -0.7 -0.8 -0.1 0.240
H -2.767782 -0.771176 0.229547 -2.5 -0.3 -0.1 0.210
H -0.479134 -2.336618 -0.940209 -0.2 0.1 0.3 0.215
H 1.272327 1.452166 -0.535017 0.2 -0.6 0.8 0.419
H 1.091806 2.197208 0.997517 0.0 0.8 -0.1 0.391
```
Forces are in eV/Å.

---

Formula: C4H7IN2S
Source: the Open Molecules 2025 dataset
Level of theory: ωB97M-V/def2-TZVPD

Computed properties:
LUMO = 0.693 eV
Maximum force = 4.246 eV Å⁻¹
SMILES string = C/N=C/CN=C=S.I
HOMO energy = -8.84 eV
M = 242.09 g/mol
Energy relative to the best compared isomer or geometry (same formula, charge and spin) = 14.9 kcal/mol

Geometry as XYZ:
```
15
Properties=species:S:1:pos:R:3:forces:R:3:nbo_charge:R:1
C 2.086745 0.544268 -1.625253 3.0 3.0 0.5 -0.419
N 1.407853 0.916754 -0.432251 -1.4 0.8 -0.3 -0.395
C 1.727176 0.495705 0.691199 3.1 -1.3 -1.9 0.105
C 0.954162 0.812054 1.879452 0.0 3.3 0.6 -0.271
N -0.312241 1.433262 1.566765 0.5 -0.3 0.2 -0.470
C -0.749577 2.084949 0.667766 -0.4 0.0 0.2 0.271
S -1.588976 2.962006 -0.320652 -0.1 0.3 -0.4 -0.014
H 1.447155 -0.108965 -2.111667 -1.0 -1.0 -1.7 0.214
H 2.405260 1.528712 -2.206162 -1.2 -2.2 0.8 0.212
H 3.056873 0.056293 -1.399705 -0.3 -0.2 -0.1 0.162
H 2.712719 -0.129935 0.684250 -1.5 0.7 1.0 0.150
H 0.755104 -0.060250 2.396045 -0.2 -1.6 1.6 0.226
H 1.523352 1.595719 2.502980 -0.6 -1.5 -0.5 0.230
I -3.764002 -0.376685 0.263413 0.1 1.0 1.6 -0.084
H -3.843264 -1.218646 -1.007374 -0.1 -1.1 -1.6 0.084
```
Forces are in eV/Å.

---

Formula: C4H7INO
Source: the Open Molecules 2025 dataset
Level of theory: ωB97M-V/def2-TZVPD

Computed properties:
LUMO (spin up / spin down) = -9.437 / -9.519 eV
Maximum force = 4.504 eV Å⁻¹
HOMO energy (spin up / spin down) = -13.15 / -12.99 eV
M = 212.01 g/mol
Charge = +1
Energy relative to the best compared isomer or geometry (same formula, charge and spin) = 100.2 kcal/mol

Geometry as XYZ:
```
14
Properties=species:S:1:pos:R:3:forces:R:3:nbo_charge:R:1
C 1.279403 0.245590 0.081659 -3.1 -0.7 1.9 0.609
C 0.188881 -0.801707 -0.093944 -0.2 -0.5 -2.3 -0.498
C -1.036411 -0.282042 0.743886 1.1 -2.5 1.7 -0.409
C -0.602483 1.150575 1.069424 -1.9 0.6 -4.0 -0.250
N 0.760820 1.219500 0.765271 3.4 0.4 -0.4 -0.360
O 2.459621 0.171600 -0.428373 -0.1 3.7 -0.4 -0.639
I 1.132836 3.862610 3.786896 0.0 -0.3 -0.5 0.613
H -0.033466 -0.738229 -1.235679 0.1 0.2 1.7 0.248
H 0.504728 -1.860208 -0.051975 -0.1 0.5 0.7 0.254
H -1.864359 -0.375134 0.066247 -0.8 0.2 0.4 0.241
H -1.209899 -0.928261 1.745693 0.4 1.4 -2.4 0.236
H -1.176920 1.823674 0.298315 0.9 -0.8 1.3 0.217
H -0.788857 1.586007 1.987608 -0.6 0.3 2.1 0.206
H 3.025576 -0.555104 -0.406793 0.7 -2.5 0.2 0.531
```
Forces are in eV/Å.

---

Formula: C4H7INO
Source: the Open Molecules 2025 dataset
Level of theory: ωB97M-V/def2-TZVPD

Computed properties:
LUMO = -4.619 eV
Maximum force = 3.133 eV Å⁻¹
HOMO energy = -13.88 eV
M = 212.01 g/mol
Charge = +1
Energy relative to the best compared isomer or geometry (same formula, charge and spin) = 26.2 kcal/mol

Geometry as XYZ:
```
14
Properties=species:S:1:pos:R:3:forces:R:3:nbo_charge:R:1
C -0.384794 1.436007 0.433428 -1.7 2.3 0.1 0.567
C 0.510174 0.518338 1.067077 0.9 -2.2 0.3 -0.577
C -0.449548 0.840058 -0.945870 0.6 -0.8 1.1 -0.549
C 0.446856 -0.265607 -0.285763 2.7 1.3 -0.8 0.056
N -0.272988 -1.514406 -0.135449 -0.9 -1.6 -0.5 -0.729
O -0.880597 2.392728 0.904106 -1.0 1.5 0.3 -0.429
I 2.372339 -0.833645 -1.291118 -1.2 0.5 0.6 0.203
H 1.359105 1.079204 1.439511 0.8 -0.4 -0.5 0.305
H 0.146946 -0.050657 1.923855 -0.2 0.0 0.1 0.250
H -1.435195 0.410199 -1.017628 -0.6 0.2 -0.9 0.231
H -0.116815 1.513057 -1.737278 0.0 -0.6 -0.1 0.297
H 0.143905 -2.041112 0.634105 0.2 -0.5 -0.3 0.456
H -0.141819 -1.993068 -1.047788 -0.2 -0.4 0.7 0.469
H -1.297570 -1.491096 0.058813 0.6 0.5 -0.1 0.449
```
Forces are in eV/Å.

---

Formula: C4H7IO2S
Source: the Open Molecules 2025 dataset
Level of theory: ωB97M-V/def2-TZVPD

Computed properties:
LUMO = -1.027 eV
Maximum force = 3.119 eV Å⁻¹
HOMO energy = -9.53 eV
M = 246.07 g/mol
Energy relative to the best compared isomer or geometry (same formula, charge and spin) = 15.8 kcal/mol

Geometry as XYZ:
```
15
Properties=species:S:1:pos:R:3:forces:R:3:nbo_charge:R:1
C 0.376814 -0.961606 1.400799 -0.5 -1.3 0.1 -0.391
C -1.440752 0.018476 0.104903 1.1 -0.4 0.6 -0.513
C 0.043712 -0.089957 0.469500 -1.8 0.4 0.4 -0.025
C 0.903475 0.900744 -0.143913 1.9 0.2 -1.1 -0.659
O -2.272398 2.098419 -2.250832 0.8 1.5 1.1 -0.861
O -0.637555 3.822979 -1.308208 -2.7 -1.5 -0.4 -0.838
S -2.012017 3.268631 -1.403708 1.9 0.3 -1.0 1.602
I -2.373498 1.662709 1.213238 0.0 -0.6 0.4 0.084
H 1.434078 -1.165285 1.607540 -0.6 0.1 0.4 0.213
H -0.480576 -1.562330 1.813765 1.5 0.3 -0.1 0.195
H -1.599734 0.436933 -0.915303 -0.1 -1.2 0.6 0.256
H -1.824343 -0.981627 0.455751 -0.7 1.5 -1.0 0.248
H 0.440768 1.864984 0.004462 0.3 0.6 0.5 0.235
H 0.798960 0.806526 -1.252930 0.7 -0.1 0.6 0.227
H 1.990814 0.846093 0.245955 -1.8 0.3 -0.9 0.227
```
Forces are in eV/Å.